{"formula": "C45H43IrN8O4S2Te", "method": "ωB97M-V with the def2-TZVPD basis set", "symbols": ["Ir", "Te", "S", "S", "O", "O", "O", "O", "N", "N", "N", "N", "N", "N", "N", "N", "C", "C", "C", "C", "C", "C", "C", "C", "C", "C", "C", "C", "C", "C", "C", "C", "C", "C", "C", "C", "C", "C", "C", "C", "C", "C", "C", "C", "C", "C", "C", "C", "C", "C", "C", "C", "C", "C", "C", "C", "C", "C", "C", "C", "C", "H", "H", "H", "H", "H", "H", "H", "H", "H", "H", "H", "H", "H", "H", "H", "H", "H", "H", "H", "H", "H", "H", "H", "H", "H", "H", "H", "H", "H", "H", "H", "H", "H", "H", "H", "H", "H", "H", "H", "H", "H", "H", "H"], "xyz": [[-0.691460, -0.633370, -0.543605], [-0.034354, 2.575463, 1.101292], [-4.124467, 0.986668, -3.640824], [-4.239426, -2.224183, -3.155100], [2.362277, 1.365290, 3.086419], [-5.396137, 0.317903, -3.501597], [1.945988, -0.860108, 3.199455], [-4.008460, 2.365532, -3.236411], [3.268704, -1.365810, 5.158812], [1.916380, -1.242696, -2.000340], [-2.962293, 0.201607, -2.852893], [-2.012838, -1.718461, -1.952099], [-0.480091, 1.105706, -1.870236], [0.875237, -0.598972, -1.830037], [-0.018308, -2.364360, 0.296111], [-2.478991, 0.630056, -9.328933], [-0.487663, 2.895796, -3.405925], [-2.221671, -3.085723, -1.896727], [1.861787, 3.461634, 0.706838], [-2.849215, 1.876953, -5.891336], [1.354075, -2.706192, 0.042736], [2.009137, -3.477738, 1.006396], [-1.034158, 2.220300, -2.317362], [3.235319, 6.444795, 2.611424], [-1.939111, -1.225165, 2.057591], [-3.863836, 0.850458, 1.841095], [1.190794, 1.184655, -3.600394], [-2.462617, 1.796488, -7.214458], [3.445123, -2.780557, -1.213587], [-1.355313, -5.431767, 1.729997], [4.746158, 0.472200, 4.661620], [1.185412, 4.573871, 2.854354], [-2.813588, -3.640202, 2.401472], [2.433077, 0.252239, 3.581286], [-2.117039, -2.683072, 1.481017], [-0.572991, -4.634242, 0.986109], [-2.461914, -4.918313, 2.515828], [-3.333652, -3.538720, -2.490421], [0.099272, 3.536702, 3.000261], [0.589034, 0.611348, -2.515481], [2.036266, 4.533982, 1.753503], [-0.813631, -3.204472, 0.907740], [4.018191, -3.631236, -0.296148], [-2.894798, 0.734417, -8.016108], [-1.983912, -0.329955, 0.855747], [2.147643, -2.277810, -1.060902], [5.359370, -0.843396, 4.176787], [3.060083, 5.471592, 1.642388], [0.621221, 2.379438, -4.045438], [-2.984956, -1.094015, -2.648610], [-4.121710, -0.146858, -6.132189], [1.368796, 5.552957, 3.827841], [4.664143, -1.887921, 5.039494], [2.384498, 6.486238, 3.709248], [-3.009525, 0.662410, 0.806754], [3.295421, -3.949659, 0.844179], [-3.773948, 0.085821, 3.066754], [-3.669657, 0.902066, -5.339921], [3.279273, 0.115709, 4.885698], [-2.878316, -0.899826, 3.169653], [-3.733184, -0.233634, -7.455144], [-2.814950, -2.578087, 0.633632], [-0.862036, 3.982082, 3.248935], [-4.643212, 1.599113, 1.759182], [1.043567, 2.890259, -4.900502], [-2.542225, 2.714819, -5.281070], [2.042949, 0.721149, -4.074677], [5.127888, -1.008907, 3.123014], [5.102197, -1.931080, 6.035963], [0.372537, 2.798846, 3.752552], [3.720425, 5.438909, 0.783569], [-2.791328, -1.473471, 4.085129], [2.820122, -1.617411, 6.032748], [6.439591, -0.882202, 4.298589], [2.630874, 2.695642, 0.797110], [-3.112687, 1.250414, -0.097987], [-3.015739, 0.033992, -9.934797], [-0.919229, -1.173605, 2.466360], [2.812796, 0.661886, 5.701760], [2.619755, -1.610150, 4.298615], [1.866044, 3.874339, -0.300871], [-3.702428, -3.269891, 2.894638], [0.703245, 5.584652, 4.682619], [-1.922336, 2.576626, -1.819544], [-4.437209, 0.328211, 3.885821], [-0.968207, 3.800712, -3.748776], [5.219485, 0.805093, 5.586351], [-2.135715, 1.465054, -9.771108], [4.028332, 7.173850, 2.509065], [-4.094105, -1.048683, -8.070910], [0.230040, -5.051925, 0.397611], [4.644011, -2.889087, 4.614673], [-4.799317, -0.879382, -5.716242], [3.733316, -4.567963, 1.617589], [-1.172708, -6.499115, 1.728117], [-1.467938, -3.725995, -1.472966], [-3.032779, -5.599510, 3.131373], [1.488147, -3.701922, 1.924941], [2.510610, 7.248058, 4.467292], [-3.653022, -4.562635, -2.585463], [3.995209, -2.436425, -2.078426], [-1.835611, 2.568718, -7.644834], [4.819246, 1.274793, 3.931219], [5.022944, -4.001630, -0.443971]], "forces_ev_per_angstrom": [[0.3, -0.1, -0.2], [-0.2, 0.0, 0.0], [0.0, 0.0, -0.1], [0.0, 0.0, 0.0], [0.0, 0.0, -0.1], [0.0, 0.0, 0.0], [-0.2, -0.1, -0.1], [0.0, 0.0, 0.0], [0.1, 0.0, 0.2], [0.0, -0.2, 0.0], [0.0, 0.1, 0.1], [0.1, 0.0, 0.1], [-0.2, 0.0, -0.2], [0.1, 0.0, 0.1], [0.0, 0.0, 0.2], [0.1, 0.0, 0.0], [-0.1, 0.0, 0.0], [0.2, 0.0, -0.2], [0.1, -0.1, 0.0], [0.0, 0.0, 0.0], [-0.1, 0.1, 0.0], [0.0, 0.1, 0.1], [0.0, 0.1, 0.2], [0.0, 0.0, 0.0], [0.0, 0.0, -0.1], [0.0, 0.0, 0.1], [0.0, 0.1, -0.1], [0.0, 0.0, 0.0], [0.0, 0.0, 0.0], [0.0, 0.0, 0.0], [0.0, 0.0, 0.0], [0.0, 0.0, 0.0], [0.0, 0.0, 0.0], [0.1, 0.1, 0.1], [0.1, 0.0, 0.0], [0.0, 0.1, 0.0], [0.0, 0.0, 0.0], [0.0, 0.0, 0.0], [0.1, 0.0, 0.0], [-0.1, 0.0, 0.0], [0.0, 0.0, 0.0], [-0.1, 0.0, -0.1], [0.0, 0.0, 0.0], [0.0, 0.0, 0.0], [-0.2, 0.2, 0.0], [0.0, 0.1, -0.1], [0.0, 0.0, 0.0], [0.0, 0.0, 0.0], [0.1, 0.0, -0.1], [-0.2, 0.0, 0.2], [0.0, 0.0, 0.0], [0.0, 0.0, 0.0], [0.0, 0.0, 0.0], [0.0, 0.0, 0.0], [0.1, 0.0, -0.1], [0.1, 0.0, 0.0], [0.0, 0.0, -0.1], [0.0, 0.0, 0.0], [0.1, 0.0, 0.0], [0.0, 0.0, 0.0], [0.0, 0.0, 0.0], [0.0, 0.0, -0.1], [0.0, 0.0, 0.0], [0.0, 0.0, 0.0], [0.0, 0.0, 0.0], [0.0, 0.0, 0.0], [0.0, 0.0, 0.0], [0.0, 0.0, 0.0], [0.0, 0.0, 0.0], [0.0, 0.0, 0.0], [0.0, 0.0, 0.0], [0.0, 0.0, 0.0], [0.0, 0.0, 0.0], [0.0, 0.0, 0.0], [0.0, 0.0, 0.0], [0.0, 0.0, 0.0], [0.0, 0.0, 0.0], [0.0, 0.0, 0.0], [0.0, 0.0, 0.0], [-0.1, 0.0, -0.1], [0.0, 0.0, 0.0], [0.0, 0.0, 0.0], [0.0, 0.0, 0.0], [0.0, 0.0, 0.0], [0.0, 0.0, 0.0], [0.0, 0.0, 0.0], [0.0, 0.0, 0.0], [0.0, 0.0, 0.0], [0.0, 0.0, 0.0], [0.0, 0.0, 0.0], [0.0, 0.0, 0.0], [0.0, 0.0, 0.0], [0.0, 0.0, 0.0], [0.0, 0.0, 0.0], [0.0, 0.0, 0.0], [0.1, 0.0, 0.1], [0.0, 0.0, 0.0], [0.0, 0.0, 0.0], [0.0, 0.0, 0.0], [0.0, 0.0, 0.0], [0.0, 0.0, 0.0], [0.0, 0.0, 0.0], [0.0, 0.0, 0.0], [0.0, 0.0, 0.0]], "charge": 1, "homo_lumo_gap_ev": [5.18, 5.15], "relative_energy_kj_mol": 456.7, "s2": 0.763, "homo_ev": [-8.924, -9.220], "multiplicity": 2}